C4H10N2O in the gas phase. Source: the OMol25 dataset; level of theory: ωB97M-V/def2-TZVPD.

Positions of all 17 atoms, in Å:
C: 0.73619 -0.68204 1.25689
N: 0.59974 -0.00355 -0.11034
C: 1.93037 0.46869 -0.76910
C: -0.53969 -0.55766 -0.90331
C: -1.88348 0.16411 -0.49036
N: -1.67676 1.02814 0.58103
O: -2.96229 0.11348 -1.12409
H: -0.26028 -1.09641 1.52278
H: 1.01121 0.11544 1.97279
H: 1.51187 -1.46215 1.28113
H: 2.19988 -0.29229 -1.49415
H: 1.65760 1.44800 -1.14655
H: 2.62244 0.64883 -0.01178
H: -0.39919 -0.43846 -2.04240
H: -0.61883 -1.64790 -0.73763
H: -2.69355 1.37291 0.72491
H: -1.23524 0.82084 1.49019

Forces on atoms 1 to 2 (eV/Å):
-0.2007 1.2144 -1.7083
0.6262 -0.8899 0.8908

Values from the calculation:
E_LUMO = 0.7547 eV
Energy relative to the best compared isomer or geometry (same formula, charge and spin) = 56.4 kcal per mole
DFT total energy = -343.11162 hartree
HOMO energy = -0.303 hartree


C34H44Br4CaCsF5ILiN2NbO10PS as an isolated structure. Source: the OMol25 dataset; level of theory: ωB97M-V/def2-TZVPD.

Positions of all 106 atoms, in Å:
C: 3.29790 3.74266 2.53770
C: 2.38947 3.06607 2.09127
Nb: 0.92346 1.53259 1.19415
C: 0.92465 0.43418 3.23641
C: -0.38047 -0.05170 3.70070
O: -1.16698 0.49348 4.47394
O: -0.72020 -1.30736 3.24044
C: -2.01825 -1.69611 3.61170
C: -3.14659 -1.26443 2.70321
O: -2.15786 -2.37286 4.58579
C: -0.55371 0.05552 0.44882
C: -0.81305 0.01514 -1.05627
C: -1.24712 -1.41875 -1.44687
F: -1.87570 0.83555 -1.41353
N: 0.98748 2.61606 -0.53189
C: 0.45297 3.96765 -0.58235
C: -1.01385 3.98469 -1.07921
C: 2.74757 0.37163 0.48625
C: 2.41540 -0.81285 -0.44143
C: 3.79203 0.05805 1.58556
C: 3.90384 -1.41824 2.04229
P: -0.90747 3.02321 2.30844
O: -2.32244 2.04581 2.43893
I: -0.09996 3.65387 4.58526
H: 4.21692 4.08100 2.94296
H: 1.58202 -0.44239 3.21282
H: 1.37219 1.10053 3.97381
H: -4.01767 -1.86458 2.92133
H: -2.82153 -1.33603 1.67553
H: -3.35147 -0.21734 2.94447
H: -1.53722 0.20167 0.90963
H: -0.25751 -0.93777 0.79355
H: 0.04569 0.21729 -1.69629
H: -2.30184 -1.58657 -1.28112
H: -1.01097 -1.53401 -2.50359
H: -0.61354 -2.15300 -0.94501
H: 0.88485 2.10250 -1.40124
H: 0.60664 4.56512 0.31364
H: 1.00188 4.50627 -1.36521
H: -1.47428 4.96759 -1.00871
H: -1.63251 3.29352 -0.49997
H: -1.02189 3.60249 -2.09901
H: 3.22858 1.10734 -0.16352
H: 2.19787 -0.48322 -1.45591
H: 1.68476 -1.52218 -0.06085
H: 3.34482 -1.39121 -0.54772
H: 3.68525 0.67628 2.47954
H: 4.77494 0.33364 1.18209
H: 3.80121 -1.44243 3.13299
H: 3.13313 -2.08527 1.66450
H: 4.90222 -1.81301 1.86393
H: -2.88127 2.36272 1.71865
Ca: 5.91209 2.93660 3.13314
C: -6.04589 -1.74226 -1.31623
Br: -7.01779 -0.85329 -2.71072
Br: -4.99195 -3.20231 -2.00251
Br: -4.99883 -0.48956 -0.28620
H: -6.77259 -2.16847 -0.64164
C: -3.94343 0.42480 -5.12285
F: -4.37561 0.49558 -3.84851
F: -5.00631 0.69233 -5.89873
F: -3.08215 1.44367 -5.29257
S: -3.18261 -1.20898 -5.51629
O: -4.26292 -2.13666 -5.26442
O: -2.07856 -1.28743 -4.58019
O: -2.79986 -1.06733 -6.89929
Li: -2.68425 2.01835 4.62841
O: -1.39679 -5.08087 2.73422
H: -1.01731 -4.19622 2.86995
F: 0.12795 6.51752 -2.59297
C: -0.73183 7.55187 -2.65896
C: -1.27328 8.04956 -1.49087
C: -2.15536 9.11780 -1.55986
C: -2.49046 9.66495 -2.79034
C: -1.93895 9.14737 -3.95427
C: -1.04857 8.08619 -3.89096
H: -1.00469 7.60353 -0.54191
H: -2.58185 9.52301 -0.65216
H: -3.18194 10.49532 -2.84168
H: -2.20276 9.57045 -4.91395
H: -0.60198 7.67390 -4.78582
N: 1.18500 -8.58797 3.69738
C: 0.12086 -7.80315 3.50798
C: -0.69196 -7.35251 4.53291
C: -0.38238 -7.74765 5.82723
C: 0.71392 -8.56055 6.04745
C: 1.46481 -8.95024 4.94414
H: -0.08196 -7.52779 2.48060
H: -1.54374 -6.71212 4.32590
H: -0.99265 -7.42082 6.65661
H: 0.98207 -8.88698 7.04442
H: 2.33468 -9.58610 5.06168
Cs: 0.01436 -5.50350 6.61748
C: 4.00032 -1.48060 -5.29684
C: 4.42770 -0.54153 -4.45619
C: 5.09879 -0.89661 -3.18214
O: 5.48825 -0.04424 -2.41157
C: 5.27661 -2.33858 -2.88014
C: 4.85076 -3.27799 -3.71886
C: 4.17929 -2.92404 -4.99569
O: 3.79561 -3.77996 -5.75931
H: 3.50748 -1.24242 -6.23062
H: 4.30719 0.51508 -4.65839
H: 5.76899 -2.57613 -1.94531
H: 4.97134 -4.33450 -3.51595
Br: -2.91935 -3.88131 1.57482

Forces on atoms 1 to 2 (eV/Å):
0.1887 -0.4861 -0.0323
-0.4963 -0.1014 0.2676

Values from the calculation:
E_LUMO = -3.6045 eV
DFT total energy = -14778.26385 hartree
HOMO energy = -0.179 hartree


C27H31As2MoN2O4S3 as an isolated structure. Source: the OMol25 dataset; level of theory: ωB97M-V/def2-TZVPD.

Positions of all 70 atoms, in Å:
Mo: -0.35681 0.60127 0.09265
N: 0.76163 0.65613 2.07275
C: 0.48116 1.85326 2.89113
C: -0.25147 2.85626 2.04583
O: -0.29043 4.02946 2.19118
N: -1.02223 2.19329 0.98307
C: -2.07062 3.00672 0.40351
C: -2.22610 2.56868 -1.03465
O: -2.86799 3.01898 -1.90102
O: -1.48468 1.36309 -1.20656
H: 0.73124 -0.19109 2.63880
H: 1.74026 0.72487 1.76317
H: 1.40128 2.29590 3.27493
H: -0.15764 1.59859 3.73943
H: -1.83814 4.07029 0.49249
H: -3.03394 2.82716 0.89497
C: -1.46014 -2.55826 2.09218
As: -2.01503 -0.79174 1.55368
C: -2.66589 0.00189 3.17552
C: -3.47209 -1.04764 0.33447
C: -4.79365 -1.02566 0.76022
C: -5.79783 -1.34733 -0.14898
C: -5.47965 -1.69287 -1.45314
C: -4.15280 -1.71189 -1.87750
C: -3.14675 -1.37788 -0.98219
As: -1.30829 -1.31256 -1.52949
C: -1.27293 -0.65356 -3.33282
C: -0.62451 -3.11149 -1.62096
H: -2.33497 -3.01338 2.56190
H: -0.64115 -2.51814 2.81057
H: -1.16971 -3.14751 1.22768
H: -3.49571 -0.62518 3.50848
H: -3.00435 1.02475 3.02390
H: -1.88388 -0.03416 3.93411
H: -5.06256 -0.76910 1.77753
H: -6.83126 -1.32728 0.16840
H: -6.26683 -1.93729 -2.15324
H: -3.93174 -1.97499 -2.90503
H: -1.64479 -1.46608 -3.96147
H: -0.25058 -0.40933 -3.61928
H: -1.91074 0.22279 -3.40929
H: -1.43081 -3.69976 -2.06492
H: -0.36067 -3.51745 -0.64951
H: 0.25033 -3.12573 -2.27056
O: 1.26174 0.35243 -0.52590
C: 2.84237 0.41019 -0.50041
C: 3.24579 0.52954 -1.91860
C: 2.85653 -0.26766 -2.96429
C: 3.50709 0.07445 -4.16961
C: 4.39055 1.10491 -3.99883
S: 4.41561 1.68223 -2.40133
C: 3.21478 -0.90481 0.13427
C: 2.40516 -1.88755 0.63991
C: 3.13264 -3.01072 1.11818
C: 4.47345 -2.85252 0.94753
S: 4.86094 -1.37285 0.19600
C: 3.12957 1.62010 0.33363
C: 2.63976 2.88640 0.11961
C: 3.08673 3.81541 1.08818
C: 3.91258 3.23360 2.01056
S: 4.15193 1.57376 1.71747
H: 2.16102 -1.09175 -2.86418
H: 3.35389 -0.42475 -5.11332
H: 5.03705 1.55310 -4.73602
H: 1.31865 -1.85005 0.64090
H: 2.68874 -3.89279 1.55250
H: 5.26519 -3.53352 1.21554
H: 2.03203 3.15621 -0.73684
H: 2.83389 4.86442 1.08961
H: 4.42578 3.70620 2.83351

Forces on atoms 1 to 2 (eV/Å):
0.1075 0.1145 0.0886
0.0613 -0.0014 -0.0282

Values from the calculation:
E_LUMO = -11.4425 eV
Energy relative to the best compared isomer or geometry (same formula, charge and spin) = 0.0 kcal per mole
DFT total energy = -7191.25218 hartree
HOMO energy = -0.599 hartree
Total charge = +3


C3H4FNO2 in the gas phase. Source: the OMol25 dataset; level of theory: ωB97M-V/def2-TZVPD.

Positions of all 11 atoms, in Å:
C: 0.84675 0.29615 0.40766
C: -0.19846 -0.60036 1.07257
C: -1.09785 -0.38119 -0.20048
H: 0.26358 0.91978 -2.47843
H: 1.80525 -0.17668 0.24736
H: 1.02624 1.28615 0.80945
H: -0.61498 -0.30920 2.03531
N: 0.02378 0.26677 -0.76851
O: -0.07588 1.35514 -1.66922
O: -2.19610 -0.71862 -0.57548
F: 0.21766 -1.93793 1.11978

Forces on atoms 1 to 2 (eV/Å):
0.4635 0.0167 0.2987
-0.1891 -1.1520 -0.3044

Values from the calculation:
E_LUMO = 0.5889 eV
Energy relative to the best compared isomer or geometry (same formula, charge and spin) = 58.6 kcal per mole
DFT total energy = -421.72980 hartree
HOMO energy = -0.368 hartree


Number 1: frontier orbital gap 9.00 eV. Number 2: frontier orbital gap 1.27 eV. Number 3: frontier orbital gap 4.85 eV. Number 4: frontier orbital gap 10.60 eV.